The following is a quantum chemistry calculation of a structure of composition C67H51Cl3KN15O2S2Sb at a distorted geometry, from the Open Molecules 2025 dataset.

Results
HOMO	-4.809	eV
ΔE to the lowest compared entry with this formula, charge and spin	1.375	eV
orbital gap	0.2443	hartree
calculated total energy	-6572.84025	hartree

The geometry in ORCA input format:
```
! RIJCOSX wB97M-V def2-TZVPD def2/J DEFGRID3
* xyz -1 1
K 0.15 1.25 1.66
N -3.07 2.77 -2.46
C -2.37 2.31 -3.54
C -2.65 2.26 -4.89
C -1.67 1.74 -5.72
C -0.46 1.28 -5.20
C -0.18 1.32 -3.85
C -1.15 1.85 -3.00
N -1.14 2.04 -1.63
C -2.29 2.59 -1.35
C -2.72 3.10 -0.05
C -3.73 4.01 0.09
S -3.88 4.49 1.72
C -2.58 3.42 2.11
N -2.09 2.77 1.12
H -4.02 3.10 -2.46
H -3.60 2.60 -5.29
H -1.85 1.68 -6.78
H 0.28 0.88 -5.89
H 0.76 0.95 -3.46
H -4.38 4.43 -0.66
H -2.23 3.33 3.13
S -0.23 -2.06 0.76
C -1.38 -2.62 -0.41
N -1.15 -3.59 -1.23
N -2.20 -4.00 -2.06
C -2.80 -3.30 -3.08
C -2.43 -2.00 -3.44
C -3.07 -1.36 -4.49
C -4.09 -1.98 -5.20
C -4.45 -3.28 -4.85
C -3.81 -3.94 -3.82
N -2.58 -2.01 -0.07
N -3.13 -1.16 -0.78
C -4.32 -0.61 -0.30
C -4.45 -0.07 0.97
C -5.63 0.55 1.36
C -6.69 0.64 0.48
C -6.57 0.11 -0.80
C -5.39 -0.51 -1.20
H -2.22 -5.00 -2.14
H -1.63 -1.51 -2.91
H -2.75 -0.37 -4.76
H -4.59 -1.47 -6.01
H -5.24 -3.79 -5.40
H -4.09 -4.95 -3.56
H -3.60 -0.11 1.64
H -5.72 0.95 2.36
H -7.62 1.11 0.78
H -7.40 0.17 -1.50
H -5.29 -0.95 -2.18
Cl 0.13 8.92 3.28
C 0.27 7.28 2.72
C 0.43 7.04 1.37
C 0.54 5.74 0.92
Cl 0.75 5.45 -0.78
C 0.49 4.60 1.79
O 0.62 3.39 1.41
C 0.30 4.95 3.15
Cl 0.22 3.61 4.26
C 0.20 6.24 3.63
H 0.48 7.85 0.66
H 0.08 6.43 4.68
C -4.20 -2.48 4.32
N -3.15 -1.49 4.49
C -2.14 -1.13 3.67
N -1.48 -0.12 4.19
C -2.14 0.11 5.35
N -3.16 -0.69 5.57
C -3.84 -3.51 3.28
C -4.64 -3.75 2.17
C -4.25 -4.68 1.21
C -3.04 -5.34 1.33
C -2.23 -5.09 2.43
C -2.65 -4.21 3.42
C -0.84 -5.53 2.53
N -0.18 -5.79 3.62
N 1.14 -5.81 3.28
C 1.20 -5.57 2.01
O -0.02 -5.43 1.46
C 2.41 -5.17 1.27
C 2.73 -5.61 -0.01
C 3.84 -5.07 -0.64
C 4.59 -4.06 -0.04
C 4.25 -3.61 1.22
C 4.95 -2.45 1.90
N 3.98 -1.48 2.36
C 2.88 -1.02 1.73
N 2.25 -0.16 2.50
C 3.02 -0.13 3.62
N 4.07 -0.90 3.57
C 3.18 -4.20 1.89
H -5.12 -1.97 4.05
H -4.35 -2.95 5.29
H -1.89 -1.63 2.74
H -1.85 0.88 6.05
H -5.55 -3.18 2.03
H -4.88 -4.85 0.35
H -2.71 -6.04 0.58
H -2.00 -4.04 4.27
H 2.13 -6.35 -0.51
H 4.12 -5.43 -1.63
H 5.42 -3.61 -0.57
H 5.67 -1.97 1.23
H 5.48 -2.80 2.79
H 2.57 -1.34 0.75
H 2.79 0.49 4.47
H 2.90 -3.87 2.88
C 5.58 4.34 -3.95
C 4.36 3.81 -4.36
C 3.44 3.38 -3.42
C 3.73 3.44 -2.05
C 4.94 4.00 -1.66
C 5.86 4.45 -2.60
Sb 2.33 2.45 -0.71
C 3.80 2.47 0.89
C 4.81 1.52 0.99
C 5.74 1.57 2.01
C 5.68 2.58 2.96
C 4.68 3.54 2.88
C 3.76 3.49 1.84
C 3.01 0.55 -1.55
C 4.26 0.31 -2.12
C 4.53 -0.92 -2.72
C 3.55 -1.89 -2.79
C 2.31 -1.67 -2.22
C 2.05 -0.46 -1.59
H 6.31 4.65 -4.69
H 4.13 3.74 -5.42
H 2.49 2.97 -3.74
H 5.17 4.08 -0.60
H 6.80 4.87 -2.27
H 4.87 0.72 0.27
H 6.53 0.83 2.07
H 6.40 2.61 3.77
H 4.63 4.34 3.61
H 3.00 4.26 1.78
H 5.01 1.08 -2.11
H 5.52 -1.10 -3.14
H 3.75 -2.83 -3.30
H 1.54 -2.44 -2.25
H 1.07 -0.29 -1.15
*
```

=====

The following is a quantum chemistry calculation of a structure of composition C67H51KN3O5P2S2Se2, from the Open Molecules 2025 dataset.

Results
HOMO	-5.491	eV
ΔE to the lowest compared entry with this formula, charge and spin	0.000	eV
orbital gap	0.2789	hartree
calculated total energy	-10006.32438	hartree

The geometry in ORCA input format:
```
! RIJCOSX wB97M-V def2-TZVPD def2/J DEFGRID3
* xyz -1 1
K -1.61 -0.26 -1.40
C -2.05 -8.16 2.19
C -2.27 -6.70 1.95
C -3.04 -5.94 2.83
C -3.27 -4.59 2.61
C -2.72 -4.00 1.48
C -1.98 -4.73 0.57
C -1.75 -6.08 0.82
S -3.02 -2.27 1.14
O -4.47 -2.04 1.43
C -2.09 -1.57 2.51
C -0.79 -2.08 2.74
C 0.05 -1.46 3.61
C -0.36 -0.28 4.28
C 0.51 0.40 5.16
C 0.12 1.54 5.80
C -1.18 2.06 5.58
C -2.04 1.42 4.73
C -1.66 0.23 4.05
C -2.53 -0.43 3.13
C -3.89 0.17 2.94
C -4.90 -0.20 3.89
C -4.66 -1.18 4.89
C -5.64 -1.53 5.78
C -6.91 -0.92 5.73
C -7.16 0.03 4.78
C -6.17 0.41 3.85
C -6.43 1.40 2.86
C -5.47 1.75 1.97
C -4.20 1.12 2.00
S -3.02 1.70 0.78
O -1.88 0.73 0.77
C -3.95 1.33 -0.71
C -3.54 2.03 -1.85
C -3.94 1.59 -3.10
C -4.74 0.46 -3.23
C -5.03 -0.12 -4.59
C -5.19 -0.19 -2.08
C -4.79 0.23 -0.82
H -2.20 -8.42 3.24
H -1.04 -8.46 1.90
H -2.74 -8.76 1.59
H -3.46 -6.42 3.71
H -3.88 -4.00 3.28
H -1.60 -4.24 -0.32
H -1.16 -6.65 0.11
H -0.47 -2.96 2.21
H 1.05 -1.84 3.78
H 1.51 0.00 5.31
H 0.80 2.06 6.46
H -1.49 2.96 6.08
H -3.03 1.83 4.57
H -3.69 -1.65 4.93
H -5.43 -2.28 6.53
H -7.67 -1.21 6.43
H -8.14 0.51 4.72
H -7.40 1.88 2.83
H -5.66 2.49 1.21
H -2.83 2.85 -1.77
H -3.56 2.09 -3.98
H -5.17 0.67 -5.33
H -5.91 -0.76 -4.57
H -4.16 -0.72 -4.87
H -5.79 -1.09 -2.17
H -5.06 -0.35 0.05
Se 2.56 5.81 -4.14
P 3.03 4.45 -2.61
C 3.44 5.33 -1.07
C 4.58 6.12 -0.99
C 4.84 6.86 0.16
C 3.94 6.83 1.22
C 2.78 6.08 1.12
C 2.53 5.33 -0.02
C 4.45 3.43 -3.11
C 4.22 2.58 -4.20
C 5.24 1.81 -4.71
C 6.52 1.90 -4.17
C 6.75 2.74 -3.10
C 5.72 3.49 -2.55
C 1.73 3.29 -2.18
C 1.62 2.09 -1.44
N 0.33 1.72 -1.53
N -0.32 2.62 -2.24
N 0.50 3.58 -2.63
P 2.68 0.85 -0.71
Se 1.83 -0.19 0.95
C 3.07 -0.30 -2.05
C 3.93 -1.37 -1.81
C 4.19 -2.29 -2.82
C 3.56 -2.17 -4.05
C 2.68 -1.13 -4.28
C 2.44 -0.19 -3.29
C 4.19 1.66 -0.13
C 4.02 2.67 0.82
C 5.12 3.28 1.40
C 6.40 2.85 1.08
C 6.58 1.83 0.17
C 5.48 1.24 -0.46
H 5.26 6.19 -1.83
H 5.73 7.46 0.23
H 4.13 7.41 2.11
H 2.06 6.07 1.93
H 1.63 4.73 -0.09
H 3.23 2.55 -4.64
H 5.05 1.14 -5.54
H 7.33 1.30 -4.58
H 7.74 2.80 -2.66
H 5.91 4.10 -1.67
H 4.37 -1.50 -0.83
H 4.86 -3.12 -2.63
H 3.74 -2.91 -4.82
H 2.15 -1.06 -5.22
H 1.74 0.62 -3.47
H 3.02 2.97 1.10
H 4.97 4.09 2.11
H 7.26 3.31 1.55
H 7.57 1.49 -0.09
H 5.63 0.49 -1.21
O -0.08 -2.23 -0.85
C 0.22 -3.08 -1.88
C 1.40 -3.82 -1.87
C 1.69 -4.67 -2.93
C 0.82 -4.77 -4.00
C -0.35 -4.01 -4.00
C -0.68 -3.17 -2.95
C -1.94 -2.30 -3.00
O -2.01 -1.50 -3.95
O -2.72 -2.40 -2.03
H 0.72 -1.95 -0.36
H 2.08 -3.71 -1.04
H 2.61 -5.24 -2.91
H 1.04 -5.43 -4.83
H -1.02 -4.05 -4.85
*
```

=====

The following is a quantum chemistry calculation of a structure of composition C67H55GaGeN6, from the Open Molecules 2025 dataset.

Results
HOMO (spin up / spin down)	-5.261 / -5.529	eV
ΔE to the lowest compared entry with this formula, charge and spin	2.654	eV
orbital gap (spin up / spin down)	0.1638 / 0.1741	hartree
calculated total energy	-6916.27281	hartree

The geometry in ORCA input format:
```
! RIJCOSX wB97M-V def2-TZVPD def2/J DEFGRID3
* xyz 0 1
Ga -0.31 0.57 0.06
C 0.27 1.25 7.89
C 1.53 1.10 7.32
C 1.68 1.05 5.94
C 0.58 1.16 5.09
C -0.68 1.35 5.68
C -0.83 1.39 7.06
C 0.66 0.99 3.61
C 1.28 -0.18 3.10
C 2.54 -0.75 3.40
C 2.94 -1.47 2.30
C 1.92 -1.43 1.30
N 0.85 -0.74 1.91
C 2.03 -1.87 -0.05
C 0.72 -2.22 -0.74
C 0.50 -3.16 -2.01
C -0.14 -2.27 -3.02
C -0.50 -1.10 -2.42
C -1.28 -0.04 -3.05
C -2.03 -0.33 -4.30
C -3.42 -0.15 -4.30
C -4.19 -0.45 -5.41
C -3.59 -0.93 -6.57
C -2.21 -1.09 -6.60
C -1.44 -0.79 -5.48
C -1.38 1.26 -2.56
N -0.98 1.71 -1.31
C -0.97 3.10 -1.33
C -0.60 3.89 -0.24
C -0.55 5.37 -0.43
C 0.59 6.09 -0.04
C 0.70 7.46 -0.28
C -0.34 8.15 -0.89
C -1.49 7.47 -1.23
C -1.59 6.10 -1.01
C -0.28 3.39 1.06
C -0.35 4.17 2.24
C -0.12 3.33 3.30
C 0.13 2.02 2.78
N 0.03 2.08 1.39
C -1.39 3.52 -2.63
C -1.69 2.41 -3.36
N -0.02 -0.98 -1.12
C 3.33 -1.79 -0.72
C 4.44 -1.07 -0.20
C 5.65 -0.96 -0.87
C 5.83 -1.51 -2.13
C 4.75 -2.18 -2.70
C 3.55 -2.31 -2.02
H 0.15 1.26 8.96
H 2.40 1.01 7.96
H 2.67 0.97 5.52
H -1.55 1.44 5.04
H -1.82 1.52 7.48
H 3.12 -0.58 4.30
H 3.86 -2.03 2.20
H 1.31 -3.78 -2.38
H -0.44 -2.62 -4.00
H -3.89 0.22 -3.39
H -5.26 -0.31 -5.38
H -4.19 -1.18 -7.43
H -1.73 -1.45 -7.50
H -0.36 -0.89 -5.54
H 1.39 5.58 0.48
H 1.60 7.99 0.03
H -0.25 9.22 -1.07
H -2.33 8.00 -1.67
H -2.52 5.58 -1.25
H -0.59 5.22 2.28
H -0.10 3.60 4.34
H -1.46 4.54 -2.98
H -2.02 2.36 -4.39
H 4.35 -0.57 0.75
H 6.47 -0.42 -0.39
H 6.78 -1.44 -2.65
H 4.85 -2.62 -3.68
H 2.76 -2.84 -2.52
C -0.63 -0.65 1.59
Ge -1.52 -2.30 1.09
C -0.14 -3.28 0.10
C 0.62 -4.13 1.08
C 0.89 -5.42 0.89
C 0.46 -6.14 -0.32
C -0.24 -5.51 -1.27
C -0.51 -4.04 -1.21
C -2.09 -3.42 2.60
C -2.18 -2.91 3.89
C -2.62 -3.71 4.94
C -2.95 -5.04 4.71
C -2.85 -5.56 3.42
C -2.42 -4.76 2.38
C -3.11 -1.79 0.08
C -3.54 -0.46 0.08
C -4.73 -0.09 -0.54
C -5.50 -1.05 -1.19
C -5.08 -2.37 -1.21
C -3.90 -2.74 -0.57
H -1.10 -0.23 2.47
H 0.91 -3.67 2.02
H 1.41 -5.98 1.66
H 0.69 -7.19 -0.40
H -0.58 -6.04 -2.15
H -1.53 -3.84 -1.56
H -1.91 -1.87 4.09
H -2.68 -3.30 5.95
H -3.30 -5.66 5.52
H -3.10 -6.60 3.24
H -2.32 -5.18 1.38
H -2.96 0.30 0.59
H -5.06 0.94 -0.51
H -6.43 -0.76 -1.66
H -5.68 -3.12 -1.73
H -3.60 -3.78 -0.58
N 3.91 2.62 -2.37
C 4.03 2.56 -0.87
C 2.63 2.38 -0.30
N 1.95 1.21 -0.84
C 1.90 1.21 -2.30
C 3.28 1.36 -2.92
H 4.82 2.78 -2.80
H 3.31 3.41 -2.61
H 4.49 3.48 -0.52
H 4.67 1.71 -0.64
H 2.03 3.26 -0.55
H 2.68 2.31 0.79
H 2.38 0.35 -0.52
H 1.26 2.03 -2.63
H 1.46 0.28 -2.64
H 3.22 1.44 -4.00
H 3.93 0.53 -2.65
*
```

=====

> Among the records above, which one has the highest ΔE to the lowest compared entry with this formula, charge and spin?

C67H55GaGeN6